Entry 1:
Computed, not measured: a molecular structure, H3S3, with ωB97M-V/def2-TZVPD.

Atoms and positions in Å:
S 0.270 -0.524 1.061
S 0.365 1.556 1.016
H -0.198 -0.679 -0.322
H 1.683 1.688 0.802
S -0.776 -0.852 -2.020
H -0.717 -1.664 -3.084

Values from the calculation:
Multiplicity: 1
Net charge: -1
Highest occupied orbital energy, eV: -3.2
Orbital gap, eV: 6.56

***

Entry 2:
Computed, not measured: a single C2H4OSi molecule, with ωB97M-V/def2-TZVPD.

Atoms and positions in Å:
Si -0.646 0.078 -0.434
C 0.725 -0.507 0.667
C 1.845 -0.774 1.219
O 0.715 -1.471 1.775
H -1.296 -1.170 -0.953
H -0.020 0.298 -1.813
H -1.632 1.064 0.387
H 2.714 -1.071 1.684

Values from the calculation:
Multiplicity: 1
Highest occupied orbital energy, eV: -8.1
Orbital gap, eV: 8.87

***

Entry 3:
Computed, not measured: 2 unconnected molecules or ions with the total composition C13H18I3N4O6, with ωB97M-V/def2-TZVPD.

Atoms and positions in Å:
C 4.077 -0.720 1.375
C 2.433 -0.496 1.168
I 1.878 1.194 -0.148
C 1.421 -1.417 1.825
I 2.343 -3.057 3.025
N -0.068 -1.235 1.635
C -0.775 -2.567 1.520
C -0.118 -3.511 0.306
O -0.155 -4.869 0.335
O 0.499 -2.873 -0.901
C -2.426 -2.420 1.296
N -2.823 -2.286 -0.157
C -2.322 -1.147 -0.737
O -1.690 -0.202 -1.460
N -3.038 -1.383 2.222
C -2.064 -0.979 3.348
C -0.691 -0.317 2.660
I 0.606 0.251 4.327
C -1.223 1.118 1.983
O -0.339 2.267 2.339
N -0.887 3.400 1.832
O -0.603 3.528 0.646
H 4.324 -0.570 2.510
H 4.404 -1.833 1.103
H 4.646 0.028 0.673
H -0.675 -3.243 2.499
H -2.862 -3.470 1.659
H -3.845 -1.855 2.732
H -3.454 -0.555 1.741
H -2.648 -0.211 4.016
H -1.813 -1.901 4.048
H -1.439 1.029 0.836
H -2.272 1.375 2.492
C 0.138 1.838 -4.399
C 1.233 2.902 -4.217
C 1.835 3.251 -5.589
O 2.191 2.376 -3.475
H 0.522 0.914 -4.851
H -0.328 1.574 -3.441
H -0.655 2.216 -5.054
H 0.715 3.810 -3.878
H 2.282 2.380 -6.086
H 2.611 4.022 -5.502
H 1.059 3.644 -6.256

Values from the calculation:
Multiplicity: 1
Net charge: -1
Highest occupied orbital energy, eV: -2.4
Orbital gap, eV: 2.77